No. 1
Density functional theory data (ωB97M-V with the def2-TZVPD basis set) for an isolated molecule of C10H12FN.

The calculation puts the frontier orbital gap (spin up / spin down) at 7.8 / 8.4 eV. The total energy comes out at -14767.840 eV. Its multiplicity is 3. The calculation puts the HOMO energy (spin up / spin down) at -6.855 / -9.386 eV. As for the energy relative to the best compared isomer or geometry (same formula, charge and spin): 21.8 kJ/mol. The maximum force comes out at 3.3 eV Å⁻¹. The value obtained for the LUMO energy (spin up / spin down) is 0.9 / -1.0 eV.

Each line ends with the Löwdin charge.
Geometry (Å):
C  -1.602  -0.520  -0.187  -0.028
C  0.217  0.881  0.138  -0.043
C  -2.470  0.485  0.124  -0.036
C  -0.595  1.965  0.424  -0.017
C  -0.230  -0.366  -0.136  -0.242
C  -1.968  1.748  0.492  -0.282
C  2.237  -1.215  -0.357  -0.383
C  0.647  -1.355  -0.540  -0.144
C  -2.919  2.759  1.006  -0.060
C  3.105  -2.128  -1.221  -0.100
N  2.301  -1.603  1.067  0.141
F  0.208  -2.635  -0.755  0.050
H  -2.040  -1.457  -0.475  0.113
H  1.244  1.042  -0.197  0.105
H  -3.573  0.388  0.407  0.144
H  -0.062  2.889  0.528  0.109
H  2.620  -0.137  -0.494  0.138
H  -2.504  3.767  1.041  0.085
H  -3.720  2.747  0.329  0.058
H  -3.382  2.520  1.947  0.082
H  2.865  -3.294  -1.186  0.116
H  4.190  -2.017  -0.898  0.089
H  3.000  -1.864  -2.275  0.064
H  2.433  -2.600  1.219  0.041

No. 2
Density functional theory data (ωB97M-V with the def2-TZVPD basis set) for an isolated molecule of C4H8O3.

As for the SMILES: C[C@@H](O)[C@@H](O)C=O. The calculation puts the frontier orbital gap at 11.1 eV. The total energy comes out at -10419.694 eV. The calculation puts the HOMO energy at -10.345 eV. As for the energy relative to the best compared isomer or geometry (same formula, charge and spin): 126.4 kJ/mol. The maximum force comes out at 0.8 eV Å⁻¹. The value obtained for the LUMO energy is 0.8 eV.

Each line ends with the Löwdin charge.
Geometry (Å):
C  1.813  -0.146  0.071  -0.037
C  0.443  -0.159  0.721  -0.411
O  0.175  1.127  1.239  -0.016
C  -0.702  -0.549  -0.216  -0.327
O  -1.860  -0.677  0.567  -0.012
C  -0.940  0.521  -1.263  -0.164
O  -2.037  1.023  -1.396  0.068
H  2.565  0.147  0.809  0.087
H  2.074  -1.142  -0.302  0.088
H  1.871  0.564  -0.760  0.077
H  0.442  -0.909  1.525  0.151
H  -0.733  1.093  1.580  0.103
H  -0.454  -1.491  -0.741  0.165
H  -2.559  -0.201  0.082  0.093
H  -0.097  0.800  -1.916  0.135

No. 3
Density functional theory data (ωB97M-V with the def2-TZVPD basis set) for a cluster of 2 separate species, H4O2 in total.

As for the SMILES: O.O. The calculation puts the frontier orbital gap at 11.9 eV. The total energy comes out at -4159.668 eV. The calculation puts the HOMO energy at -11.327 eV. As for the energy relative to the best compared isomer or geometry (same formula, charge and spin): 26.2 kJ/mol. The maximum force comes out at 0.6 eV Å⁻¹. The value obtained for the LUMO energy is 0.5 eV.

Each line ends with the Löwdin charge.
Geometry (Å):
H  -1.368  0.714  0.094  0.019
H  -0.574  -0.504  -0.194  -0.019
H  1.262  -0.628  0.563  0.058
H  0.917  0.740  -0.019  0.046
O  -1.486  -0.192  -0.184  -0.061
O  1.250  -0.130  -0.261  -0.043

No. 4
Density functional theory data (ωB97M-V with the def2-TZVPD basis set) for an isolated molecule of C6H12O.

The calculation puts the frontier orbital gap (spin up / spin down) at 7.0 / 7.0 eV. The total energy comes out at -8458.963 eV. The calculation puts the HOMO energy (spin up / spin down) at -7.352 / -7.338 eV. As for the energy relative to the best compared isomer or geometry (same formula, charge and spin): 520.1 kJ/mol. The maximum force comes out at 0.5 eV Å⁻¹. The value obtained for the LUMO energy (spin up / spin down) is -0.3 / -0.3 eV.

Each line ends with the Löwdin charge.
Geometry (Å):
C  -1.710  0.597  -1.047  -0.030
C  -0.994  -0.273  -0.030  -0.392
O  -0.776  -1.640  -0.451  -0.083
C  0.663  -1.357  0.937  0.185
C  0.492  0.017  0.332  -0.583
C  0.758  1.259  1.169  -0.031
C  1.264  -0.296  -0.930  -0.082
H  -2.687  0.167  -1.294  0.083
H  -1.878  1.598  -0.628  0.085
H  -1.136  0.701  -1.972  0.076
H  -1.592  -0.335  0.889  0.143
H  1.623  -1.872  0.860  0.097
H  -0.017  -1.763  1.688  0.100
H  0.161  1.281  2.093  0.081
H  0.514  2.152  0.579  0.084
H  1.818  1.327  1.439  0.080
H  0.118  -1.470  -1.054  0.097
H  2.341  -0.430  -0.785  0.047
H  1.036  0.337  -1.793  0.042

No. 5
Density functional theory data (ωB97M-V with the def2-TZVPD basis set) for a cluster of 4 separate species, C24H42BrF5N6O4 in total.

As for the SMILES: CCCO[C@](N)(C#N)[C@@](C#N)(CCCBr)CCCC(F)(F)C(F)(F)F.CNC(C)=O.CNC(C)=O.CNC(C)=O. The calculation puts the frontier orbital gap at 9.7 eV. The total energy comes out at -126330.184 eV. The calculation puts the HOMO energy at -9.328 eV. The maximum force comes out at 2.6 eV Å⁻¹. The value obtained for the LUMO energy is 0.4 eV.

Each line ends with the Löwdin charge.
Geometry (Å):
C  -0.963  -4.934  0.964  -0.093
C  -2.303  -4.846  1.751  -0.188
C  -3.320  -3.912  1.035  -0.192
O  -3.814  -2.936  1.953  -0.088
C  -4.414  -1.825  1.338  -0.474
N  -5.406  -1.353  2.302  0.134
C  -5.119  -2.166  0.061  -0.155
N  -5.785  -2.385  -0.829  0.224
C  -3.363  -0.639  1.139  -0.313
C  -2.626  -0.884  -0.141  -0.191
N  -2.168  -0.818  -1.177  0.225
C  -3.994  0.756  1.181  -0.136
C  -5.161  1.014  0.210  -0.257
C  -4.755  1.153  -1.271  -0.623
Br  -5.590  2.671  -2.164  0.625
C  -2.305  -0.841  2.270  -0.107
C  -1.361  0.359  2.479  -0.153
C  -0.206  0.402  1.454  -0.065
C  0.820  1.452  1.865  -0.453
F  0.306  2.694  1.717  0.122
F  1.188  1.332  3.155  0.127
C  2.101  1.385  0.988  -0.569
F  3.159  1.883  1.599  0.191
F  2.398  0.134  0.641  0.149
F  1.870  2.052  -0.139  0.155
H  -0.242  -4.245  1.412  0.051
H  -0.567  -5.949  0.955  0.071
H  -1.075  -4.630  -0.082  0.071
H  -2.141  -4.493  2.770  0.107
H  -2.707  -5.861  1.760  0.098
H  -2.801  -3.483  0.171  0.106
H  -4.124  -4.557  0.660  0.127
H  -6.320  -1.257  1.884  0.092
H  -5.416  -1.963  3.108  0.103
H  -3.207  1.482  0.945  0.123
H  -4.340  0.992  2.186  0.125
H  -5.592  1.978  0.502  0.089
H  -5.982  0.301  0.302  0.091
H  -3.677  1.272  -1.373  0.036
H  -4.996  0.243  -1.821  0.048
H  -2.812  -1.010  3.222  0.131
H  -1.671  -1.703  2.052  0.121
H  -0.875  0.201  3.449  0.120
H  -1.857  1.328  2.553  0.112
H  -0.537  0.668  0.449  0.126
H  0.311  -0.559  1.504  0.135
C  3.459  1.471  -2.573  -0.016
C  3.444  0.959  -3.994  -0.550
O  2.423  0.562  -4.527  0.039
N  4.624  0.954  -4.675  0.003
C  5.931  1.384  -4.215  -0.080
H  2.459  1.413  -2.168  0.062
H  4.121  0.860  -1.958  0.087
H  3.785  2.513  -2.550  0.083
H  4.541  0.601  -5.615  0.139
H  6.295  2.185  -4.861  0.082
H  6.627  0.545  -4.274  0.082
H  5.893  1.743  -3.192  0.071
C  3.773  -2.399  1.241  -0.014
C  3.354  -3.611  2.036  -0.544
O  2.365  -4.266  1.746  0.028
N  4.119  -3.959  3.105  0.005
C  5.318  -3.312  3.603  -0.077
H  3.070  -2.251  0.428  0.077
H  3.766  -1.513  1.874  0.075
H  4.768  -2.545  0.818  0.089
H  3.781  -4.776  3.590  0.139
H  6.145  -4.023  3.588  0.083
H  5.153  -2.992  4.634  0.083
H  5.582  -2.448  3.002  0.072
C  -0.420  4.747  -1.825  -0.009
C  -0.365  5.963  -2.718  -0.553
O  -1.271  6.778  -2.761  0.033
N  0.745  6.129  -3.490  0.003
C  1.915  5.276  -3.573  -0.079
H  -1.359  4.756  -1.279  0.081
H  -0.372  3.834  -2.421  0.087
H  0.401  4.762  -1.107  0.079
H  0.715  6.958  -4.062  0.138
H  2.799  5.855  -3.297  0.082
H  2.027  4.927  -4.601  0.085
H  1.830  4.418  -2.914  0.059